(1)
{"formula": "C4H11N3O", "method": "the ωB97M-V functional and the def2-TZVPD basis", "symbols": ["C", "N", "N", "N", "O", "H", "H", "H", "H", "H", "C", "C", "C", "H", "H", "H", "H", "H", "H"], "xyz": [[3.154, 1.184, -0.243], [2.620, -0.041, -0.670], [1.304, -0.101, 0.051], [1.668, -1.365, 0.669], [3.044, -1.167, 0.224], [2.791, 1.521, 0.685], [4.203, 1.068, -0.345], [2.932, 1.901, -1.134], [0.683, -0.377, -0.623], [1.789, -1.507, 1.725], [-1.605, -0.365, 1.253], [-2.308, 0.066, 0.233], [-3.096, -0.889, -0.603], [-1.193, -1.285, 1.414], [-1.038, 0.424, 1.697], [-2.593, 1.104, 0.024], [-2.390, -1.534, -1.062], [-3.795, -1.467, -0.063], [-3.779, -0.264, -1.263]], "lumo_energy_ha": 0.03867, "multiplicity": 1, "de_lowest_ev": 9.068, "mol_weight_g_mol": 117.15, "homo_lumo_gap_ev": 9.462, "homo_ha": -0.3090}

=====

(2)
{"formula": "C25H27FN4O2", "method": "the ωB97M-V functional and the def2-TZVPD basis", "symbols": ["C", "O", "C", "C", "C", "C", "C", "C", "C", "O", "N", "C", "C", "C", "N", "N", "C", "C", "C", "N", "C", "C", "C", "C", "C", "C", "C", "F", "C", "C", "C", "C", "H", "H", "H", "H", "H", "H", "H", "H", "H", "H", "H", "H", "H", "H", "H", "H", "H", "H", "H", "H", "H", "H", "H", "H", "H", "H", "H"], "xyz": [[-3.662, -2.958, -0.604], [-4.051, -1.649, -0.253], [-5.337, -1.424, 0.174], [-6.237, -2.460, 0.399], [-7.529, -2.203, 0.823], [-7.951, -0.901, 1.021], [-7.064, 0.132, 0.794], [-5.754, -0.096, 0.380], [-4.939, 1.141, 0.173], [-5.461, 2.234, 0.087], [-3.588, 0.955, 0.127], [-2.654, 1.957, -0.059], [-2.793, 3.317, -0.260], [-1.480, 3.779, -0.399], [-0.608, 2.797, -0.291], [-1.322, 1.687, -0.069], [-0.668, 0.403, 0.037], [0.718, 0.572, 0.659], [1.454, -0.774, 0.675], [1.559, -1.400, -0.628], [2.546, -0.773, -1.497], [3.917, -0.964, -0.930], [4.799, 0.020, -0.774], [6.148, -0.092, -0.239], [6.742, -1.315, 0.080], [8.024, -1.374, 0.588], [8.724, -0.196, 0.780], [9.978, -0.250, 1.277], [8.171, 1.035, 0.474], [6.888, 1.076, -0.035], [0.252, -1.559, -1.225], [-0.539, -0.249, -1.345], [-4.311, -3.374, -1.379], [-3.653, -3.622, 0.266], [-2.649, -2.866, -0.996], [-5.936, -3.484, 0.248], [-8.202, -3.030, 0.993], [-8.958, -0.694, 1.346], [-7.363, 1.161, 0.929], [-3.246, 0.006, 0.164], [-3.707, 3.869, -0.299], [-1.143, 4.781, -0.573], [-1.272, -0.242, 0.690], [1.273, 1.307, 0.077], [0.625, 0.956, 1.675], [0.919, -1.472, 1.329], [2.462, -0.640, 1.073], [2.494, -1.288, -2.463], [2.360, 0.297, -1.673], [4.139, -1.981, -0.640], [4.510, 1.024, -1.062], [6.199, -2.234, -0.075], [8.487, -2.316, 0.835], [8.743, 1.935, 0.633], [6.447, 2.031, -0.278], [-0.305, -2.257, -0.588], [0.368, -2.019, -2.209], [-1.527, -0.445, -1.766], [-0.020, 0.441, -2.011]], "lumo_energy_ha": 0.01704, "multiplicity": 1, "de_lowest_ev": 1.582, "mol_weight_g_mol": 434.51, "homo_lumo_gap_ev": 8.685, "homo_ha": -0.3021}

=====

(3)
{"formula": "C4H11OS", "method": "the ωB97M-V functional and the def2-TZVPD basis", "symbols": ["C", "C", "C", "C", "O", "S", "H", "H", "H", "H", "H", "H", "H", "H", "H", "H", "H"], "xyz": [[2.503, -0.667, -0.447], [-2.052, 1.367, -0.858], [-2.137, -0.909, 0.531], [3.111, -1.012, 0.693], [0.119, 0.345, 0.293], [-1.026, -0.173, -0.706], [1.007, 0.003, -0.141], [1.743, -1.241, -0.964], [2.939, 0.173, -1.022], [-3.124, 1.113, -1.230], [-1.685, 2.007, -1.675], [-2.075, 1.683, 0.135], [-1.808, -1.839, 1.031], [-3.060, -1.032, -0.148], [-2.385, -0.181, 1.303], [2.844, -1.930, 1.128], [3.874, -0.606, 1.261]], "lumo_energy_ha": -0.13418, "multiplicity": 1, "de_lowest_ev": 0.894, "charge": 1, "mol_weight_g_mol": 107.20, "homo_lumo_gap_ev": 10.718, "homo_ha": -0.5281}

=====

(4)
{"formula": "C5H12N2O", "method": "the ωB97M-V functional and the def2-TZVPD basis", "symbols": ["C", "C", "C", "N", "C", "N", "C", "O", "H", "H", "H", "H", "H", "H", "H", "H", "H", "H", "H", "H"], "xyz": [[-0.136, 0.092, 2.100], [0.599, -1.267, -0.655], [-0.399, 0.290, -2.387], [-0.261, -0.156, -1.026], [0.828, 0.122, -0.216], [-1.313, 0.512, 1.832], [1.705, 1.095, 0.024], [0.014, -1.233, 2.330], [0.908, -1.427, 2.634], [-2.921, -0.572, -0.143], [0.650, 0.719, 2.552], [-1.370, 1.518, 1.716], [-2.460, -0.292, 0.469], [1.253, -1.690, -1.418], [0.171, -1.975, 0.044], [-1.197, -0.284, -2.857], [0.527, 0.166, -2.968], [-0.678, 1.343, -2.388], [1.527, 2.102, -0.315], [2.553, 0.937, 0.671]], "lumo_energy_ha": 0.02346, "multiplicity": 1, "de_lowest_ev": 5.641, "mol_weight_g_mol": 116.16, "homo_lumo_gap_ev": 9.265, "homo_ha": -0.3170}